# C5H8O

The molecule C5H8O (the ωB97M-V functional and the def2-TZVPD basis, OMol25).

Gap between HOMO and LUMO   10.460 eV
Calculated total energy   -270.52422 hartree
Spin multiplicity   1
SMILES   CC1CC(=O)C1
Relative energy (zero: lowest compared OMol25 entry of this formula, charge and spin)   0.9164 eV
HOMO level   -9.47 eV

The geometry in XYZ format:
```
14
Properties=species:S:1:pos:R:3:forces:R:3:nbo_charge:R:1
C 1.66456 0.29106 -0.20213 0.06 -0.06 0.00 -0.60
C 0.31265 0.18071 0.48713 0.10 0.07 0.02 -0.21
C -0.49961 -1.14973 0.42410 -0.02 -0.15 0.12 -0.53
C -1.69927 -0.32611 -0.09022 -0.35 -0.14 -0.11 0.62
O -2.86768 -0.53411 -0.27466 0.56 -0.09 0.27 -0.52
C -0.81295 0.87688 -0.30686 -0.07 0.14 -0.14 -0.52
H 1.57830 -0.01306 -1.25335 0.04 -0.04 0.17 0.20
H 1.99164 1.33896 -0.19947 -0.02 -0.20 0.02 0.21
H 2.44986 -0.30856 0.26680 -0.12 0.03 0.00 0.21
H 0.38177 0.52765 1.52458 -0.09 0.04 -0.21 0.21
H -0.71079 -1.64829 1.37296 0.14 0.01 -0.06 0.24
H -0.08913 -1.88563 -0.27874 -0.26 0.15 0.01 0.23
H -1.12865 1.90231 -0.10106 -0.07 -0.21 -0.02 0.23
H -0.57069 0.74791 -1.36908 0.10 0.45 -0.09 0.23
```
Forces are in eV/Å.